# 1
Molecular formula: C22H28N2O4S
Method: DFT, the ωB97M-V functional and the def2-TZVPD basis

Structure (XYZ):
```
57
Properties=species:S:1:pos:R:3:nbo_charge:R:1
C 6.35893 0.47123 -0.82970 -0.25
O 5.24454 0.41977 0.02819 -0.49
C 4.28441 -0.51596 -0.21016 0.31
C 4.29443 -1.41721 -1.26883 -0.32
C 3.25199 -2.32042 -1.39459 -0.16
C 2.19357 -2.33386 -0.50861 -0.30
C 2.17942 -1.42683 0.55278 0.16
N 1.11209 -1.37515 1.44890 -0.68
C 0.21405 -2.49727 1.61702 -0.31
C -0.90427 -2.57785 0.55847 0.67
O -1.01375 -3.52372 -0.19689 -0.63
N -1.71530 -1.51336 0.57445 -0.65
C -2.93203 -1.41461 -0.21060 -0.06
C -4.07265 -0.93306 0.68992 -0.41
C -3.87623 0.44991 1.31333 -0.41
C -3.45229 1.53558 0.32397 -0.40
C -4.20059 1.49665 -1.00913 -0.41
C -3.90598 0.27482 -1.90530 -0.41
C -2.69914 -0.55418 -1.47227 -0.40
S 0.79413 0.05693 2.25412 2.33
O -0.58766 -0.01293 2.66313 -0.96
O 1.74618 0.31786 3.28912 -0.92
C 0.92802 1.31659 0.98579 -0.32
C 1.35697 2.57491 1.35970 -0.18
C 1.40180 3.58383 0.41114 -0.21
C 1.01556 3.32204 -0.89357 -0.20
C 0.58809 2.05448 -1.25675 -0.15
C 0.54113 1.04306 -0.31135 -0.22
C 3.23157 -0.53383 0.70213 -0.27
H 6.06570 0.71309 -1.85660 0.18
H 6.99294 1.26634 -0.44064 0.20
H 6.91624 -0.47078 -0.82301 0.18
H 5.09711 -1.43112 -1.98790 0.22
H 3.26168 -3.02463 -2.21291 0.22
H 1.38707 -3.03412 -0.64761 0.24
H 0.78829 -3.42726 1.59436 0.24
H -0.25004 -2.38664 2.59979 0.25
H -1.56213 -0.81134 1.29067 0.43
H -3.16711 -2.43646 -0.53359 0.23
H -4.99622 -0.94481 0.11220 0.21
H -4.19062 -1.65982 1.49754 0.22
H -3.13081 0.40126 2.11012 0.21
H -4.82367 0.73643 1.77650 0.21
H -3.63795 2.50842 0.78671 0.21
H -2.37736 1.47849 0.14981 0.20
H -3.93529 2.40443 -1.55602 0.21
H -5.27228 1.54852 -0.80826 0.20
H -4.77939 -0.37615 -1.96001 0.20
H -3.71924 0.62743 -2.92218 0.21
H -2.42116 -1.22158 -2.29053 0.22
H -1.85439 0.11276 -1.30708 0.20
H 1.65666 2.73961 2.38241 0.24
H 1.73786 4.57057 0.69028 0.22
H 1.05051 4.10820 -1.63274 0.22
H 0.29221 1.85166 -2.27493 0.21
H 0.22584 0.04676 -0.57868 0.24
H 3.26858 0.14328 1.53788 0.24
```

The charge is 0. The SMILES is COc1cccc(N(CC(=O)NC2CCCCCC2)S(=O)(=O)c2ccccc2)c1. Its calculated total energy is -1663.78445 Eh. As for the relative energy (zero: lowest compared OMol25 entry of this formula, charge and spin): 109.5 kJ/mol. For the HOMO energy, the calculation gives -8.52 eV.

---

# 2
Molecular formula: C2H3BrFNO2
Method: DFT, the ωB97M-V functional and the def2-TZVPD basis

Structure (XYZ):
```
10
Properties=species:S:1:pos:R:3:nbo_charge:R:1
C 0.98020 0.52048 0.16297 -0.72
C -0.44698 0.17271 0.35229 0.39
F -0.82647 -0.07414 1.64194 -0.32
Br -1.52856 1.65001 -0.31329 0.05
N -0.70620 -1.12800 -0.46361 0.50
O -1.25136 -0.99310 -1.54779 -0.36
O -0.23758 -2.06533 0.06637 -0.32
H 1.55581 -0.10982 0.82497 0.25
H 1.34419 0.38336 -0.89597 0.26
H 1.11694 1.64384 0.17211 0.26
```

The charge is 0. The SMILES is C[C@@](F)(Br)[N+](=O)[O-]. Its calculated total energy is -2957.00671 Eh. As for the relative energy (zero: lowest compared OMol25 entry of this formula, charge and spin): 10.2 kJ/mol. For the HOMO energy, the calculation gives -10.94 eV.